12
Properties=species:S:1:pos:R:3:forces:R:3:lowdin_spin:R:1 method="wB97M-V/def2-TZVPD" multiplicity=2 total_charge=+1 homo_energy_ev="-15.421 / -15.091" gap_ha="0.3623 / 0.1562" max_force_ev_per_a=8.560 de_lowest_kj_mol=161.0
O -1.3000 -0.3486 -0.6075 0.7 0.5 -1.9 -0.016
H -1.8570 0.2424 1.1622 1.2 3.5 2.0 0.000
O -0.4980 -2.3113 0.0764 1.3 2.7 -0.5 0.350
H 1.8945 -1.2344 0.0664 -0.2 -1.3 0.6 0.006
O -1.3671 0.8481 1.8523 -1.4 -8.4 -0.5 0.040
H 2.5884 0.7359 -0.7076 1.0 0.5 0.1 -0.004
H -1.2825 0.3275 -1.4013 0.7 -1.6 2.3 -0.003
O 0.6261 1.2668 -1.0701 0.9 1.3 -0.5 0.277
H -1.1877 1.7131 1.8512 0.1 5.1 -1.2 0.002
N 1.1264 -0.6668 -0.2481 -1.7 -0.6 -0.1 0.397
C -0.2826 -1.1318 -0.2728 -0.2 -1.7 0.2 -0.033
C 1.5394 0.5592 -0.7009 -2.4 0.1 -0.5 -0.015

---

13
Properties=species:S:1:pos:R:3:forces:R:3:lowdin_charge:R:1 method="wB97M-V/def2-TZVPD" smiles="N=[P@@]([O-])(O)OCC=O" multiplicity=1 total_charge=-1 homo_energy_ev=-4.239 gap_ha=0.3012 max_force_ev_per_a=4.371 de_lowest_kj_mol=222.6
H 1.3279 -0.1010 1.7179 -1.8 1.6 -0.4 0.155
H -1.1499 1.3746 0.3582 0.1 -0.4 -0.3 0.128
N -0.5295 -1.4940 0.0974 1.0 -0.9 -0.2 -0.201
O 1.1270 -1.2614 -2.1866 -0.4 0.4 0.8 -0.378
O -1.1468 -0.2089 -2.0493 -0.1 0.0 1.8 -0.177
P 0.1304 -0.7695 -1.1766 -0.7 -1.4 2.0 0.261
C -0.0851 1.1658 0.4786 1.4 2.9 2.4 -0.326
H -0.7464 -0.4124 -2.8647 0.2 -0.1 -2.4 -0.001
H -0.0220 -2.1704 0.7339 -0.6 1.3 -1.6 -0.011
O -0.2766 0.5039 2.8328 -0.1 0.9 -0.8 -0.016
C 0.2870 0.5333 1.7572 1.3 -3.7 1.9 -0.343
H 0.4216 2.1902 0.8270 -0.9 -1.1 -1.3 0.162
O 0.6623 0.6498 -0.5257 0.7 0.4 -1.9 -0.253

---

10
Properties=species:S:1:pos:R:3:forces:R:3:lowdin_charge:R:1 method="wB97M-V/def2-TZVPD" multiplicity=1 homo_energy_ev=-8.905 gap_ha=0.3456 max_force_ev_per_a=5.259 de_lowest_kj_mol=316.7
S 0.2235 2.2937 -1.0069 -3.2 -2.2 1.1 0.679
H -1.2232 1.7236 -0.9982 2.8 1.1 -0.4 -0.038
H -0.1395 -1.8833 0.7382 -0.6 2.7 0.4 0.150
N 0.8974 1.3606 0.1969 0.6 -1.6 0.7 -0.456
H 1.3622 -0.0891 1.5023 0.6 -0.1 0.4 0.093
O -0.3661 -0.9505 -1.0883 -3.5 1.7 2.4 -0.133
H -1.4867 -0.5786 0.6852 1.2 0.3 0.0 0.123
H 0.4608 -1.3103 -1.2122 2.9 -1.2 -0.7 0.012
C -0.4052 -0.7541 0.4517 -0.6 -4.1 -3.3 -0.169
C 0.6767 0.1880 0.7312 -0.2 3.4 -0.5 -0.261

---

10
Properties=species:S:1:pos:R:3:forces:R:3:lowdin_charge:R:1 method="wB97M-V/def2-TZVPD" smiles="CN(O)C=S" multiplicity=1 homo_energy_ev=-8.596 gap_ha=0.3382 max_force_ev_per_a=3.186 de_lowest_kj_mol=251.8
N -0.2328 -0.4236 -0.9539 -0.2 2.3 2.1 -0.286
H 0.6853 0.2284 -2.5101 -0.1 -0.2 0.7 0.049
H -0.4299 0.9594 0.6713 -0.4 -0.7 0.1 0.062
C -1.2563 -1.3446 -0.4408 0.0 -0.1 -0.7 -0.026
C 0.1044 0.7093 -0.2317 1.1 -1.3 -2.7 -0.630
S 1.3247 1.7073 -0.7574 -0.5 -0.1 0.1 0.586
H -2.1218 -0.7782 -0.0623 0.3 -0.1 -0.2 0.093
H -0.8698 -1.9757 0.3635 0.1 0.1 -0.1 0.088
H -1.5817 -1.9981 -1.2561 0.0 0.2 0.1 0.092
O 0.3026 -0.6387 -2.2230 -0.4 -0.2 0.6 -0.027

---

10
Properties=species:S:1:pos:R:3:forces:R:3:lowdin_charge:R:1 method="wB97M-V/def2-TZVPD" multiplicity=1 homo_energy_ev=-9.021 gap_ha=0.3318 max_force_ev_per_a=7.902 de_lowest_kj_mol=593.1
O 1.1432 1.0679 0.0080 2.7 6.4 -3.7 -0.261
C 0.3206 -0.8654 -0.3345 2.8 3.0 -0.5 -0.264
H 0.5074 -1.6372 -1.0167 -1.2 -2.4 -0.1 0.077
C -0.6134 -0.6236 0.8732 -1.3 -2.6 -1.9 -0.498
H -0.1003 -0.4976 1.9148 -1.1 -0.1 -2.1 0.103
H 1.5378 1.9891 -0.8120 -1.6 -3.9 4.1 0.284
H -1.3027 -1.6558 0.7317 1.7 2.8 1.3 0.116
N 1.1945 0.0058 -0.8205 -2.5 -2.4 1.8 -0.113
H -0.8463 1.4851 -0.8101 -2.4 -1.8 2.8 0.012
S -1.8407 0.7317 0.2662 2.9 0.8 -1.6 0.545

---

10
Properties=species:S:1:pos:R:3:forces:R:3:lowdin_charge:R:1 method="wB97M-V/def2-TZVPD" multiplicity=1 homo_energy_ev=-10.445 gap_ha=0.3636 max_force_ev_per_a=4.126 de_lowest_kj_mol=270.1
H 1.8775 -1.7248 -0.5307 -0.6 -2.2 -0.2 0.016
H 0.2946 -0.1560 -0.1259 1.3 0.1 0.1 0.039
H 3.3246 -0.7083 -0.8004 -0.8 0.6 0.3 0.066
H 1.4141 1.2986 -0.1431 0.7 -2.0 -0.4 0.078
O -3.1609 -0.8251 -0.0839 -0.2 -0.8 -0.5 -0.514
N -2.3549 1.3092 0.9408 0.3 0.5 -0.2 -0.319
H -2.1323 0.8448 1.8308 -0.3 -0.1 -0.5 0.027
C 2.2434 -0.7633 -0.5707 2.2 0.6 -0.2 -0.094
S -2.8802 0.5732 -0.2588 0.3 0.4 1.2 0.805
C 1.3741 0.1518 -0.2582 -2.8 3.0 0.5 -0.105